No. 1
This record from the OMol25 dataset describes a single C26H36FI2N3O4S2 molecule at a distorted geometry. The level of theory is ωB97M-V with the def2-TZVPD basis set.

Geometry as ORCA input:
```
! wB97M-V def2-TZVPD RIJCOSX def2/J DEFGRID3
* xyz 0 1
C 7.276 -1.180 0.763
C 6.180 0.070 0.815
C 5.662 0.536 -0.688
C 4.348 -0.358 -1.212
C 3.138 0.716 -1.438
C 1.711 0.023 -1.977
C 1.292 -1.293 -1.099
C -0.315 -1.276 -0.572
N -0.524 -2.771 -0.402
C 0.237 -3.458 0.653
C -0.348 -5.030 0.707
O -0.835 -1.052 -1.944
S -2.358 -0.577 -2.213
O -2.384 -0.027 -3.706
O -3.353 -1.728 -2.273
C -2.655 0.892 -1.134
N -4.074 1.366 -0.921
C -4.472 2.372 -1.975
C -5.146 0.390 -0.740
C -5.741 -0.029 0.767
O -5.860 -0.154 -1.760
C -1.762 0.986 0.252
F -2.855 1.119 1.299
C -1.026 2.482 0.427
C -0.179 3.286 -0.711
C 0.459 4.795 -0.496
C 0.271 5.593 0.923
C -0.534 4.818 2.122
C -1.169 3.303 1.881
C -0.726 -0.284 0.600
N 0.532 0.559 0.921
C 1.422 0.028 1.762
S 2.491 -0.852 2.807
C -1.358 -0.778 2.022
I -0.937 0.151 4.038
C -2.411 -1.805 2.276
C -3.188 -2.554 1.064
I -3.171 -2.396 4.292
H 6.948 -1.959 1.590
H 8.356 -0.822 1.062
H 7.211 -1.684 -0.291
H 5.292 -0.221 1.540
H 6.755 0.955 1.371
H 6.567 0.468 -1.454
H 5.383 1.687 -0.579
H 4.659 -0.944 -2.188
H 4.163 -1.144 -0.354
H 2.904 1.280 -0.417
H 3.506 1.543 -2.186
H 0.903 0.864 -1.775
H 1.812 -0.190 -3.123
H 2.047 -1.630 -0.285
H 1.313 -2.189 -1.895
H -0.574 -3.279 -1.310
H 1.400 -3.609 0.429
H 0.163 -3.074 1.749
H 0.421 -5.775 0.179
H -0.517 -5.413 1.799
H -1.345 -5.120 0.058
H -2.208 1.805 -1.786
H -4.041 3.440 -1.722
H -5.638 2.455 -2.011
H -4.132 1.994 -3.048
H -5.367 0.732 1.586
H -5.579 -1.152 1.031
H -6.918 0.150 0.681
H -0.036 2.820 -1.777
H 1.024 5.314 -1.404
H 0.707 6.691 1.040
H -0.672 5.405 3.137
H -1.743 2.851 2.814
H -2.744 -3.560 0.684
H -3.374 -1.729 0.261
H -4.281 -2.841 1.458
*
```

The value obtained for the gap between HOMO and LUMO is 0.273 hartree. For the total energy, the calculation gives -2968.2939 Eh. As for the HOMO energy: -8.75 eV.

=====

No. 2
This record from the OMol25 dataset describes a molecular structure, C26H36Ge2N8Ti. The level of theory is ωB97M-V with the def2-TZVPD basis set.

Geometry as ORCA input:
```
! wB97M-V def2-TZVPD RIJCOSX def2/J DEFGRID3
* xyz 2 3
Ti 1.446 -1.060 -0.138
N 5.937 -0.780 0.209
C 4.797 -0.095 0.201
N 3.787 -0.941 0.057
C 4.411 -2.156 -0.017
N 5.714 -2.094 0.071
C 3.646 -3.383 -0.215
C 4.265 -4.627 -0.266
N 3.575 -5.739 -0.462
C 2.263 -5.603 -0.611
C 1.637 -4.367 -0.555
N 2.318 -3.234 -0.352
H 6.882 -0.434 0.300
H 4.751 0.977 0.290
H 5.339 -4.704 -0.144
H 1.684 -6.502 -0.778
H 0.567 -4.303 -0.679
C 2.024 0.078 -2.501
C 2.387 1.352 -1.722
Ge 1.362 1.772 -0.050
C 2.208 1.450 1.725
C 1.780 0.145 2.401
C 0.389 3.429 -0.098
C -0.931 3.167 -0.077
Ge -1.099 1.196 -0.171
C -1.630 0.501 -1.940
C -3.143 0.426 -2.165
C -2.081 0.341 1.311
C -3.204 1.208 1.892
C -2.006 4.170 -0.018
C -1.735 5.499 0.317
C -2.752 6.436 0.350
C -4.057 6.064 0.053
C -4.344 4.747 -0.268
C -3.323 3.810 -0.296
H 2.496 0.080 -3.485
H 0.948 -0.004 -2.671
H 2.411 -0.866 -2.074
H 2.109 2.196 -2.358
H 3.462 1.436 -1.574
H 1.858 2.282 2.338
H 3.294 1.540 1.696
H 0.695 0.076 2.486
H 2.192 0.059 3.408
H 2.171 -0.768 1.909
H 0.812 4.429 -0.106
H -1.200 -0.501 -2.045
H -1.166 1.123 -2.709
H -3.652 -0.103 -1.355
H -3.372 -0.096 -3.095
H -3.575 1.420 -2.246
H -1.372 0.091 2.101
H -2.488 -0.602 0.937
H -2.845 2.193 2.191
H -3.632 0.728 2.772
H -4.011 1.353 1.176
H -0.728 5.805 0.569
H -2.529 7.461 0.614
H -4.849 6.801 0.083
H -5.359 4.450 -0.492
H -3.553 2.780 -0.534
N -3.189 -4.139 -0.791
C -2.275 -3.640 0.057
C -1.250 -2.770 -0.368
N -0.376 -2.260 0.497
C -0.488 -2.610 1.785
C -1.461 -3.515 2.180
N -2.345 -4.021 1.339
H -3.238 -3.863 -1.755
H -3.897 -4.754 -0.425
H -1.145 -2.510 -1.414
H 0.212 -2.188 2.492
H -1.528 -3.838 3.212
*
```

The relative energy (zero: lowest compared OMol25 entry of this formula, charge and spin) is 0.663 eV. The value obtained for the gap between HOMO and LUMO (spin up / spin down) is 0.258 / 0.252 hartree. For the total energy, the calculation gives -6453.1688 Eh. As for the HOMO energy (spin up / spin down): -13.06 / -13.06 eV.

=====

No. 3
This record from the OMol25 dataset describes a molecular structure, C26H36MnN6SSi. The level of theory is ωB97M-V with the def2-TZVPD basis set.

Geometry as ORCA input:
```
! wB97M-V def2-TZVPD RIJCOSX def2/J DEFGRID3
* xyz 2 4
Mn -0.778 -0.023 0.157
C -5.375 0.488 1.119
C -4.185 -0.450 1.188
N -3.083 0.117 0.380
C -2.791 1.484 0.685
N -1.558 1.763 0.357
C -1.058 3.125 0.536
C -2.229 4.100 0.516
C -3.290 3.667 1.518
N -3.684 2.279 1.240
C -4.996 1.828 1.716
H -6.223 0.078 1.668
H -5.686 0.602 0.078
H -4.412 -1.440 0.790
H -3.832 -0.571 2.215
H -3.320 0.072 -0.617
H -0.330 3.341 -0.251
H -0.520 3.178 1.488
H -2.671 4.143 -0.482
H -1.883 5.103 0.763
H -4.193 4.276 1.439
H -2.927 3.734 2.548
H -5.720 2.601 1.465
H -4.943 1.763 2.808
C 0.946 -2.585 0.645
C 0.906 -4.029 1.196
N -0.437 -4.390 1.608
C -1.314 -4.341 0.464
C -1.294 -2.932 -0.176
N -0.438 -2.017 0.621
C -0.947 -2.016 2.030
C -0.897 -3.455 2.610
H 1.332 -2.543 -0.371
H 1.552 -1.927 1.268
H 1.569 -4.123 2.054
H 1.241 -4.742 0.441
H -2.324 -4.610 0.777
H -0.982 -5.086 -0.261
H -2.293 -2.490 -0.232
H -0.870 -2.958 -1.173
H -1.969 -1.631 2.012
H -0.315 -1.329 2.602
H -1.888 -3.756 2.952
H -0.222 -3.490 3.465
S 1.146 0.683 1.089
C 2.460 0.620 0.027
N 3.363 0.593 -0.679
C 3.051 2.890 -4.280
C 2.088 3.452 -3.446
C 1.243 2.634 -2.726
C 1.354 1.242 -2.827
C 2.335 0.688 -3.662
C 3.173 1.516 -4.393
Si 0.286 0.020 -2.023
C -1.544 0.004 -2.435
C -2.101 -1.154 -3.006
C -3.369 -1.146 -3.568
C -4.110 0.024 -3.578
C -3.573 1.197 -3.057
C -2.306 1.189 -2.505
H 3.715 3.534 -4.838
H 2.008 4.525 -3.362
H 0.500 3.085 -2.084
H 2.463 -0.383 -3.735
H 3.929 1.088 -5.034
H 0.819 -1.349 -2.106
H -1.534 -2.066 -3.046
H -3.770 -2.044 -4.011
H -5.093 0.035 -4.024
H -4.136 2.118 -3.112
H -1.890 2.116 -2.143
*
```

The relative energy (zero: lowest compared OMol25 entry of this formula, charge and spin) is 0.981 eV. The value obtained for the gap between HOMO and LUMO (spin up / spin down) is 0.246 / 0.277 hartree. For the total energy, the calculation gives -3179.0233 Eh. As for the HOMO energy (spin up / spin down): -14.09 / -14.11 eV.

=====

No. 4
This record from the OMol25 dataset describes a single C26H36N2O6 molecule at a distorted geometry. The level of theory is ωB97M-V with the def2-TZVPD basis set.

Geometry as ORCA input:
```
! wB97M-V def2-TZVPD RIJCOSX def2/J DEFGRID3
* xyz 0 1
C 5.137 2.692 -1.403
C 4.168 2.575 -0.230
O 3.945 1.231 0.172
C 3.018 0.523 -0.592
O 1.736 1.112 -0.531
C 1.102 0.962 0.685
C 0.039 1.962 1.020
O -0.117 2.306 2.181
N -0.699 2.486 0.014
C -0.871 1.942 -1.310
C -2.264 1.315 -1.431
N -3.264 2.329 -1.163
C -4.624 1.931 -1.498
C -5.165 0.783 -0.677
C -5.832 1.027 0.515
C -6.294 -0.002 1.332
C -6.058 -1.287 0.910
C -5.390 -1.545 -0.287
C -4.937 -0.533 -1.095
O -5.296 -2.901 -0.472
C -5.932 -3.487 0.643
O -6.402 -2.473 1.505
C -3.111 2.835 0.189
C -1.723 3.459 0.332
C 1.436 0.025 1.571
C 2.503 -0.998 1.340
C 3.631 -0.809 2.338
C 3.527 -1.427 3.698
C 4.498 -1.978 2.697
C 3.003 -0.935 -0.115
C 2.123 -1.776 -1.048
C 2.431 -3.273 -0.973
C 3.685 -3.640 -1.772
O 3.568 -3.335 -3.141
H 4.718 2.250 -2.303
H 6.068 2.184 -1.166
H 5.345 3.741 -1.597
H 4.589 3.060 0.654
H 3.211 3.053 -0.472
H 3.272 0.569 -1.664
H -0.104 1.202 -1.525
H -0.788 2.762 -2.032
H -2.403 0.945 -2.450
H -2.336 0.463 -0.732
H -5.256 2.812 -1.363
H -4.628 1.663 -2.558
H -6.009 2.047 0.820
H -6.814 0.197 2.254
H -4.434 -0.750 -2.023
H -5.215 -4.126 1.183
H -6.780 -4.103 0.302
H -3.871 3.598 0.365
H -3.226 2.040 0.945
H -1.562 3.800 1.355
H -1.628 4.300 -0.363
H 0.921 0.009 2.518
H 2.067 -1.989 1.516
H 4.107 0.158 2.259
H 3.913 -0.880 4.544
H 2.649 -2.012 3.926
H 4.276 -2.936 2.249
H 5.552 -1.810 2.854
H 4.035 -1.290 -0.157
H 1.075 -1.601 -0.797
H 2.277 -1.454 -2.080
H 2.571 -3.588 0.061
H 1.584 -3.833 -1.380
H 3.906 -4.709 -1.635
H 4.544 -3.066 -1.421
H 2.803 -3.802 -3.496
*
```

Its SMILES is CCO[C@@H]1OC(C(=O)N2CCN(Cc3ccc4c(c3)OCO4)CC2)=C[C@H](C2CC2)[C@H]1CCCO. The relative energy (zero: lowest compared OMol25 entry of this formula, charge and spin) is 0.000 eV. The value obtained for the gap between HOMO and LUMO is 0.318 hartree. For the total energy, the calculation gives -1573.2280 Eh. As for the HOMO energy: -8.13 eV.

=====

No. 5
This record from the OMol25 dataset describes a molecular structure, C26H36N4O4PPdS. The level of theory is ωB97M-V with the def2-TZVPD basis set.

Geometry as ORCA input:
```
! wB97M-V def2-TZVPD RIJCOSX def2/J DEFGRID3
* xyz 3 5
Pd 0.334 -1.272 -0.192
O 0.677 0.469 -1.467
S 1.024 1.400 -0.343
O 2.344 1.947 -0.400
O 0.731 0.569 0.872
C -0.137 2.726 -0.408
C 0.353 4.016 -0.491
C -0.534 5.075 -0.679
C -1.888 4.830 -0.816
C -2.380 3.532 -0.722
C -1.511 2.472 -0.487
P -2.206 0.846 -0.167
C -3.457 0.468 -1.339
C -3.240 0.785 -2.697
C -4.205 0.482 -3.631
C -5.379 -0.157 -3.233
C -5.594 -0.494 -1.897
C -4.636 -0.201 -0.949
C -2.804 0.707 1.516
C -2.183 -0.145 2.428
C -2.662 -0.234 3.726
C -3.754 0.528 4.113
C -4.364 1.394 3.212
C -3.894 1.490 1.914
H 1.416 4.194 -0.425
H -0.155 6.086 -0.739
H -2.574 5.647 -0.995
H -3.443 3.358 -0.823
H -2.323 1.278 -2.998
H -4.056 0.742 -4.670
H -6.133 -0.398 -3.971
H -6.518 -0.973 -1.602
H -4.809 -0.443 0.092
H -1.300 -0.707 2.142
H -2.176 -0.885 4.440
H -4.131 0.456 5.124
H -5.206 1.998 3.521
H -4.375 2.168 1.221
N -1.507 -2.545 -0.135
C -1.535 -3.619 0.900
C -0.451 -4.666 0.695
C 0.963 -4.117 0.791
N 1.248 -3.234 -0.370
H -2.309 -1.936 0.016
H -1.651 -2.954 -1.057
H -2.516 -4.098 0.884
H -1.425 -3.136 1.873
H -0.586 -5.163 -0.272
H -0.584 -5.443 1.448
H 1.696 -4.925 0.820
H 1.083 -3.529 1.705
H 0.988 -3.709 -1.232
H 2.240 -3.014 -0.447
C 4.426 -1.314 1.908
N 4.973 -0.514 0.809
C 6.408 -0.217 0.914
C 4.238 -0.400 -0.284
O 3.222 -1.000 -0.588
N 4.669 0.645 -1.255
C 5.314 1.870 -0.868
C 4.232 0.480 -2.612
H 4.776 -0.882 2.844
H 4.773 -2.346 1.841
H 3.341 -1.274 1.877
H 6.896 -1.103 1.318
H 6.584 0.619 1.589
H 6.843 -0.021 -0.062
H 5.335 1.978 0.210
H 4.764 2.694 -1.325
H 6.330 1.880 -1.285
H 4.778 -0.362 -3.054
H 4.421 1.389 -3.173
H 3.172 0.214 -2.606
*
```

The relative energy (zero: lowest compared OMol25 entry of this formula, charge and spin) is 0.514 eV. The value obtained for the gap between HOMO and LUMO (spin up / spin down) is 0.334 / 0.220 hartree. For the total energy, the calculation gives -2398.7364 Eh. As for the HOMO energy (spin up / spin down): -16.51 / -16.94 eV.

=====

No. 6
This record from the OMol25 dataset describes a molecular structure, C26H37As2CdNO6. The level of theory is ωB97M-V with the def2-TZVPD basis set.

Geometry as ORCA input:
```
! wB97M-V def2-TZVPD RIJCOSX def2/J DEFGRID3
* xyz 0 1
Cd -0.458 -1.038 1.155
O 1.928 -0.956 0.450
C 2.567 -2.218 0.699
C 1.606 -3.308 0.288
N 0.402 -3.287 1.128
C 0.688 -3.671 2.528
C 0.589 -2.507 3.527
O 1.367 -2.491 4.471
O -0.357 -1.665 3.275
C -0.735 -4.018 0.500
C -1.608 -3.079 -0.344
O -1.678 -3.256 -1.555
O -2.184 -2.137 0.339
H 2.464 -0.245 0.820
H 3.478 -2.298 0.106
H 2.825 -2.302 1.758
H 1.302 -3.143 -0.747
H 2.114 -4.276 0.347
H -0.042 -4.416 2.840
H 1.678 -4.116 2.615
H -0.386 -4.849 -0.112
H -1.363 -4.397 1.303
C 0.185 0.899 5.181
As 1.651 0.848 3.890
C 3.089 1.071 5.181
C 1.381 2.714 3.339
C 2.076 3.772 3.926
C 1.790 5.091 3.605
C 0.794 5.376 2.681
C 0.118 4.335 2.063
C 0.412 3.007 2.374
As -0.430 1.658 1.223
C -2.295 2.178 1.273
C 0.164 2.483 -0.439
H 0.312 1.776 5.819
H 0.206 -0.024 5.752
H -0.764 0.946 4.658
H 2.799 1.756 5.975
H 3.999 1.420 4.699
H 3.273 0.084 5.605
H 2.842 3.566 4.664
H 2.335 5.894 4.085
H 0.553 6.401 2.429
H -0.627 4.573 1.316
H -2.407 3.255 1.206
H -2.742 1.818 2.196
H -2.795 1.700 0.432
H -0.382 3.410 -0.593
H 0.018 1.811 -1.276
H 1.222 2.710 -0.333
C -1.019 -0.237 -7.806
C -1.175 -0.340 -6.311
C -2.347 0.064 -5.686
C -2.509 -0.045 -4.310
C -3.809 0.398 -3.671
C -1.448 -0.546 -3.549
C -1.602 -0.572 -2.081
O -0.680 -0.328 -1.320
C -0.255 -0.970 -4.154
C 0.880 -1.573 -3.360
C -0.148 -0.865 -5.531
H -1.782 0.407 -8.243
H -1.106 -1.221 -8.274
H -0.039 0.163 -8.072
H -3.160 0.467 -6.283
H -4.479 0.806 -4.426
H -3.654 1.170 -2.915
H -4.323 -0.434 -3.185
H -2.586 -0.814 -1.666
H 0.499 -2.300 -2.640
H 1.421 -0.813 -2.796
H 1.579 -2.073 -4.030
H 0.765 -1.206 -6.013
*
```

The relative energy (zero: lowest compared OMol25 entry of this formula, charge and spin) is 0.572 eV. The value obtained for the gap between HOMO and LUMO is 0.319 hartree. For the total energy, the calculation gives -6158.4474 Eh. As for the HOMO energy: -8.36 eV.